No. 1
{
  "formula": "C14H23Cl4IN2O3P",
  "method": "ωB97M-V/def2-TZVPD",
  "gap_ev": 7.807,
  "homo_energy_ev": -11.4,
  "lumo_ha": -0.1334,
  "multiplicity": 1,
  "charge": 1,
  "species": ["C", "O", "C", "C", "C", "C", "C", "N", "N", "C", "O", "C", "C", "C", "C", "C", "C", "P", "O", "I", "H", "H", "H", "H", "H", "H", "H", "H", "H", "H", "H", "H", "H", "H", "H", "H", "H", "H", "H", "H", "H", "H", "H", "C", "Cl", "Cl", "Cl", "Cl"],
  "positions_angstrom": [[3.491, -2.493, 1.249], [4.073, -1.311, 0.597], [4.106, -0.136, 1.483], [3.703, 1.251, 0.639], [2.057, 1.197, 0.337], [1.286, 2.211, 1.346], [-0.252, 2.612, 0.970], [-1.193, 1.435, 0.717], [-0.819, 0.448, 1.604], [-2.672, 1.802, 0.974], [-3.419, 0.775, 1.709], [-3.905, -0.312, 0.857], [-4.668, -0.195, -0.584], [-5.128, -1.492, -1.477], [-4.822, -3.016, -0.881], [-4.061, -3.224, 0.590], [-3.631, -1.865, 1.415], [-1.214, 0.905, -1.020], [-0.272, 2.037, -2.015], [-0.093, -1.250, -1.373], [4.231, -3.416, 1.084], [2.461, -2.849, 0.770], [3.339, -2.404, 2.405], [3.248, -0.229, 2.309], [5.142, 0.064, 1.997], [3.934, 2.225, 1.245], [4.244, 1.189, -0.406], [1.745, 0.093, 0.658], [1.946, 1.406, -0.805], [1.904, 3.232, 1.353], [1.317, 1.800, 2.441], [-0.350, 3.470, 0.145], [-0.671, 3.134, 1.961], [-1.178, -0.497, 1.371], [-0.963, 0.711, 2.603], [-3.152, 2.085, -0.082], [-2.780, 2.801, 1.612], [-4.867, 0.887, -1.042], [-5.649, -1.355, -2.540], [-5.124, -3.964, -1.539], [-3.801, -4.292, 1.040], [-3.062, -2.026, 2.438], [-0.233, 1.616, -2.940], [3.151, -0.612, -4.643], [3.773, -2.052, -5.487], [3.579, -0.704, -2.916], [3.873, 0.852, -5.356], [1.379, -0.543, -4.813]],
  "forces_ev_per_angstrom": [[0.2, -2.0, 0.0], [-0.9, 0.4, 2.1], [-0.9, 1.9, 0.4], [-0.9, -1.4, -0.3], [1.2, -0.7, 1.0], [0.6, 0.6, -0.6], [0.8, 3.2, 1.7], [0.4, 1.3, 1.4], [1.1, -2.3, 1.6], [-3.3, 2.3, -0.1], [0.5, 0.0, -3.4], [-1.1, -5.1, -2.4], [0.7, -2.1, 0.9], [2.2, -1.0, 4.0], [1.1, 2.9, 1.8], [-0.8, 4.6, -1.8], [-1.1, 0.1, -2.8], [-0.1, 0.0, -4.6], [-0.9, -2.2, 0.9], [0.0, 0.5, 0.5], [-1.5, 2.1, 0.3], [2.1, 1.2, 0.8], [0.3, 0.2, -2.2], [2.0, 0.0, -1.5], [-1.9, -0.9, -1.0], [-0.1, -2.0, -1.2], [-0.9, 0.4, 2.3], [0.5, 2.4, -1.2], [-0.3, -0.3, 2.3], [-1.6, -2.0, 0.0], [-0.1, 0.7, -2.2], [0.2, -2.4, 1.5], [0.8, -1.2, -2.1], [0.0, 1.1, 0.2], [-0.2, -0.2, -1.3], [0.9, -0.9, 2.3], [0.7, -2.4, -1.1], [0.4, -2.7, 1.1], [1.3, -0.3, 2.8], [0.7, 2.4, 1.7], [-0.7, 2.6, -1.1], [-1.4, 0.5, -2.2], [0.0, 0.7, 1.8], [0.4, 0.0, -0.1], [-0.2, 0.4, 0.3], [-0.1, 0.0, -0.3], [-0.2, -0.4, 0.2], [0.2, 0.0, -0.1]],
  "nbo_charge": [-0.281, -0.573, -0.067, -0.423, -0.468, -0.429, -0.267, -0.413, -0.668, 0.047, -0.520, 0.221, -0.278, -0.214, -0.206, -0.214, -0.273, 1.068, -0.987, 0.015, 0.208, 0.179, 0.191, 0.162, 0.201, 0.216, 0.233, 0.226, 0.239, 0.246, 0.229, 0.272, 0.233, 0.416, 0.400, 0.238, 0.250, 0.239, 0.266, 0.256, 0.264, 0.239, 0.527, -0.213, 0.072, 0.054, 0.065, 0.023]
}

***

No. 2
{
  "formula": "C14H23EuN2PS",
  "method": "ωB97M-V/def2-TZVPD",
  "gap_ev": [7.104, 7.418],
  "homo_energy_ev": [-6.8, -7.2],
  "relative_energy_kj_mol": 22.5,
  "lumo_ha": [0.0098, 0.0088],
  "multiplicity": 8,
  "charge": 0,
  "species": ["C", "C", "C", "C", "C", "C", "C", "C", "N", "Eu", "C", "P", "H", "H", "H", "H", "H", "H", "H", "H", "C", "C", "H", "C", "C", "H", "H", "H", "H", "H", "H", "H", "H", "H", "H", "H", "H", "H", "H", "S", "C", "N"],
  "positions_angstrom": [[-0.092, -1.722, -3.332], [1.091, -1.197, -2.817], [1.148, -0.730, -1.472], [-0.035, -0.778, -0.768], [-1.191, -1.381, -1.225], [-1.216, -1.868, -2.539], [2.466, -0.267, -0.845], [2.600, 0.897, 0.179], [1.512, 1.890, 0.081], [0.873, -0.599, 1.446], [-2.329, -1.564, -0.250], [-2.004, -0.481, 1.225], [1.985, -1.119, -3.456], [-2.144, -2.354, -2.898], [-0.139, -2.046, -4.384], [-2.376, -2.595, 0.141], [-3.306, -1.270, -0.661], [3.027, -1.122, -0.433], [3.085, 0.101, -1.659], [2.767, 0.599, 1.285], [-3.417, -0.945, 2.266], [-2.516, 1.118, 0.516], [3.621, 1.305, -0.023], [0.926, 2.169, -1.285], [2.136, 3.206, 0.479], [0.732, 0.052, 3.795], [0.932, 3.232, -1.558], [1.379, 1.609, -2.115], [-0.122, 1.927, -1.302], [2.064, 4.015, -0.262], [1.678, 3.578, 1.380], [3.204, 3.060, 0.702], [-3.561, 1.029, 0.195], [-2.408, 1.887, 1.293], [-1.876, 1.383, -0.335], [-4.338, -0.901, 1.671], [-3.246, -1.964, 2.639], [-3.473, -0.253, 3.117], [0.535, 0.786, 3.470], [-0.136, -3.623, 1.596], [0.744, -2.904, 2.740], [1.419, -2.162, 3.405]],
  "forces_ev_per_angstrom": [[0.3, -0.2, -0.7], [0.9, 0.5, 0.5], [-0.9, -0.9, -1.5], [0.0, 0.3, 1.7], [0.2, -0.5, -1.2], [-1.1, 0.0, 0.7], [0.6, -0.1, -0.2], [0.8, 0.1, -0.3], [1.1, 2.0, -0.8], [-0.4, -0.5, 0.6], [0.0, 0.2, 0.4], [0.2, -0.4, -0.6], [-0.4, -0.1, 0.2], [0.7, 0.3, -0.1], [0.2, 0.1, 0.6], [-0.1, 0.3, -0.3], [0.1, -0.3, 0.0], [-0.1, 0.0, -0.1], [0.1, -0.3, -0.3], [-0.3, 0.4, -1.4], [-0.2, 0.1, 0.1], [-0.2, 0.3, 0.2], [-0.8, 0.1, 0.0], [-0.1, -0.5, -0.4], [0.3, -0.2, 0.8], [-0.5, 2.0, -0.6], [0.5, -0.3, 0.4], [0.0, 0.2, 0.4], [-0.4, -0.5, 0.1], [-0.1, -0.6, 0.1], [-0.2, 0.2, 0.5], [-0.3, 0.2, 0.0], [0.2, 0.3, 0.0], [-0.2, 0.0, -0.3], [-0.2, -0.2, 0.3], [0.0, -0.1, 0.3], [-0.1, 0.3, -0.1], [-0.1, -0.2, -0.1], [0.4, -1.7, 1.1], [-0.3, -0.4, -0.4], [1.9, 1.8, 1.8], [-1.4, -1.7, -1.0]],
  "lowdin_spin": [0.001, 0.000, -0.001, -0.022, -0.001, -0.001, 0.000, -0.003, -0.001, 7.028, 0.001, -0.003, 0.000, 0.000, 0.000, 0.000, 0.000, 0.001, 0.000, 0.002, -0.002, 0.000, 0.000, 0.000, 0.001, 0.001, 0.000, 0.000, 0.000, 0.000, 0.000, 0.000, 0.000, 0.000, 0.000, 0.000, 0.000, 0.000, 0.003, -0.002, -0.003, 0.000]
}

***

No. 3
{
  "formula": "C14H23MnN3O5S2",
  "method": "ωB97M-V/def2-TZVPD",
  "gap_ev": [6.233, 7.792],
  "homo_energy_ev": [-10.2, -10.3],
  "relative_energy_kj_mol": 60.5,
  "lumo_ha": [-0.1472, -0.0918],
  "multiplicity": 5,
  "charge": 1,
  "species": ["Mn", "O", "N", "C", "C", "C", "C", "C", "S", "H", "H", "H", "H", "C", "O", "C", "C", "O", "C", "H", "H", "H", "H", "H", "H", "H", "H", "H", "H", "C", "O", "C", "O", "H", "H", "H", "S", "C", "N", "C", "C", "N", "H", "H", "H", "H", "H", "H"],
  "positions_angstrom": [[0.576, -0.197, -0.340], [1.324, -1.824, 0.308], [1.039, -3.088, 0.010], [1.776, -4.063, 0.583], [1.530, -5.376, 0.308], [0.487, -5.704, -0.568], [-0.254, -4.701, -1.137], [0.032, -3.352, -0.864], [-0.806, -2.050, -1.570], [2.552, -3.725, 1.252], [2.142, -6.139, 0.764], [0.268, -6.738, -0.793], [-1.068, -4.895, -1.820], [0.346, 0.954, 2.840], [1.147, 0.717, 1.684], [2.383, 1.427, 1.691], [3.390, 0.630, 0.903], [2.884, 0.483, -0.409], [3.782, -0.204, -1.273], [0.915, 0.713, 3.740], [-0.520, 0.305, 2.769], [0.029, 1.999, 2.885], [2.742, 1.545, 2.715], [2.244, 2.414, 1.237], [3.537, -0.352, 1.366], [4.347, 1.162, 0.891], [4.725, 0.341, -1.343], [3.310, -0.249, -2.250], [3.973, -1.216, -0.908], [-0.216, 2.669, -3.363], [-0.401, 2.265, -1.984], [0.201, 1.171, -1.627], [0.916, 0.484, -2.345], [-0.836, 3.548, -3.497], [-0.524, 1.865, -4.027], [0.831, 2.904, -3.543], [-2.121, -0.101, 0.688], [-3.178, 1.207, 0.643], [-4.476, 1.092, 0.348], [-5.207, 2.350, 0.452], [-4.095, 3.349, 0.837], [-2.914, 2.491, 0.915], [-4.891, 0.215, 0.089], [-5.984, 2.291, 1.213], [-5.678, 2.610, -0.496], [-4.292, 3.824, 1.797], [-3.965, 4.128, 0.086], [-1.999, 2.824, 1.147]],
  "forces_ev_per_angstrom": [[-0.5, -1.1, 0.7], [0.7, -0.2, 0.6], [-0.4, -0.3, -0.4], [0.2, -0.1, 0.1], [0.0, 0.0, 0.0], [-0.1, 0.1, -0.1], [0.2, -0.1, 0.1], [0.0, 0.4, -0.1], [0.3, 0.3, 0.2], [0.0, 0.1, 0.0], [0.0, 0.0, 0.0], [0.0, 0.0, 0.0], [0.0, -0.1, 0.0], [-0.1, -0.1, 0.1], [0.0, -0.1, -0.3], [0.2, 0.0, -0.1], [0.0, 0.0, 0.2], [-0.3, 0.1, 0.1], [0.0, -0.1, -0.1], [0.1, 0.0, 0.0], [0.0, 0.1, 0.0], [0.0, 0.0, 0.0], [0.0, 0.0, 0.0], [0.0, 0.0, 0.1], [0.0, 0.0, -0.1], [0.0, 0.0, -0.1], [0.0, 0.0, 0.0], [0.0, 0.0, 0.0], [-0.1, 0.0, 0.0], [0.1, 0.0, -0.2], [-0.2, 0.0, 0.5], [0.1, 0.6, -1.3], [0.0, 0.3, 0.0], [0.0, 0.0, 0.0], [0.0, 0.0, 0.0], [0.0, 0.0, 0.1], [0.1, -0.1, -0.2], [0.2, 0.0, 0.1], [-0.1, 0.1, 0.0], [-0.1, 0.0, 0.0], [0.0, 0.1, 0.0], [-0.2, 0.2, 0.0], [0.1, -0.1, 0.0], [0.0, 0.0, 0.0], [0.0, 0.0, 0.0], [0.0, 0.0, 0.0], [0.0, 0.0, 0.0], [0.1, -0.1, 0.0]],
  "nbo_charge": [1.362, -0.691, -0.004, 0.035, -0.264, -0.142, -0.229, 0.036, -0.183, 0.235, 0.242, 0.236, 0.246, -0.244, -0.604, -0.081, -0.082, -0.583, -0.250, 0.189, 0.230, 0.173, 0.203, 0.189, 0.193, 0.197, 0.188, 0.219, 0.185, -0.267, -0.476, 0.539, -0.579, 0.211, 0.210, 0.204, -0.270, 0.328, -0.573, -0.224, -0.224, -0.580, 0.434, 0.213, 0.213, 0.212, 0.209, 0.421]
}

***

No. 4
{
  "formula": "C14H23N6O2PS2SnTe",
  "method": "ωB97M-V/def2-TZVPD",
  "gap_ev": 5.969,
  "homo_energy_ev": -12.6,
  "relative_energy_kj_mol": 53.3,
  "lumo_ha": -0.2442,
  "multiplicity": 1,
  "charge": 2,
  "species": ["Sn", "C", "C", "N", "N", "C", "N", "S", "C", "C", "C", "C", "C", "N", "H", "H", "H", "H", "H", "H", "H", "H", "H", "H", "N", "C", "P", "O", "O", "C", "N", "H", "H", "H", "H", "H", "H", "H", "H", "H", "H", "Te", "C", "C", "C", "C", "S", "H", "H", "H"],
  "positions_angstrom": [[-0.520, -1.372, 1.359], [-3.747, -1.736, -1.857], [-2.491, -1.480, -1.073], [-2.485, -1.618, 0.212], [-3.631, -1.946, 0.846], [-3.830, -1.571, 2.141], [-5.108, -1.745, 2.673], [-2.632, -0.972, 3.108], [-1.182, -1.379, -1.785], [-1.069, -1.124, -3.103], [0.161, -1.248, -3.784], [1.268, -1.537, -3.036], [1.120, -1.653, -1.648], [-0.099, -1.674, -1.059], [-3.824, -2.839, -1.961], [-3.654, -1.312, -2.843], [-4.680, -1.345, -1.371], [-4.239, -2.494, 0.349], [-5.902, -1.843, 2.046], [-5.253, -1.527, 3.647], [-2.038, -0.841, -3.578], [0.337, -1.056, -4.854], [2.185, -1.637, -3.495], [2.018, -1.994, -1.043], [0.642, 0.643, 3.253], [-0.098, 1.932, 3.173], [-0.383, 2.016, 1.389], [0.961, 2.782, 0.997], [-0.698, 0.676, 0.699], [-1.700, 3.085, 0.891], [-1.867, 3.240, -0.524], [2.597, -0.013, 0.845], [0.405, 0.198, 4.130], [1.640, 0.777, 3.168], [0.439, 2.830, 3.506], [-1.000, 1.889, 3.798], [-1.582, 4.069, 1.368], [-2.590, 2.603, 1.303], [-1.373, 4.082, -0.849], [-2.840, 3.414, -0.796], [1.185, 2.747, 0.058], [4.008, -0.487, 1.606], [5.122, 0.012, -0.038], [6.171, -0.803, -0.431], [7.098, -0.084, -1.266], [6.709, 1.201, -1.420], [5.376, 1.612, -0.547], [6.097, -1.844, -0.293], [7.936, -0.507, -1.724], [7.044, 1.871, -2.187]],
  "forces_ev_per_angstrom": [[1.1, -0.1, 0.6], [-0.3, 0.0, 0.5], [-0.7, -0.8, 0.1], [1.2, 0.6, -1.0], [0.8, 1.6, 1.8], [-2.6, -0.5, 1.0], [2.1, 0.1, -1.9], [0.5, 0.5, 0.3], [0.4, -0.4, 1.2], [-1.5, 0.6, -2.4], [-0.5, 0.7, -0.2], [-1.7, 0.4, 1.6], [0.0, -1.8, 0.7], [1.6, 0.6, 0.2], [-0.1, 0.5, -0.1], [-0.3, 0.0, -0.2], [0.9, -0.3, -0.4], [-2.1, -1.5, -1.1], [0.2, -0.1, 0.4], [0.0, 0.0, -0.1], [1.4, -0.2, -0.3], [-0.7, -0.2, 0.5], [2.0, -0.2, -0.7], [-1.3, 0.8, -0.4], [-0.7, 0.4, 0.4], [0.0, -0.6, 0.0], [-0.3, 0.1, -0.7], [0.0, -0.9, -0.3], [0.8, 0.5, 0.6], [-1.2, 1.1, 0.8], [0.2, 0.7, -1.5], [-0.1, -0.1, 0.2], [0.4, -0.1, 0.1], [0.1, 0.0, 0.2], [0.1, -0.3, -0.2], [0.0, -0.1, -0.5], [0.0, -0.3, 0.4], [-0.1, 0.1, 0.2], [-0.2, -0.7, 0.2], [0.5, -0.3, 0.4], [0.1, 0.1, -0.1], [-0.8, -0.1, 0.1], [1.2, -0.5, 0.4], [-0.5, 1.7, -1.1], [-1.5, -0.8, 1.1], [1.0, 0.2, -1.3], [-1.6, 0.8, 0.6], [0.5, -1.1, 0.4], [1.0, -0.6, -0.7], [0.5, 0.3, 0.1]],
  "nbo_charge": [1.323, -0.703, 0.355, -0.361, -0.429, 0.296, -0.752, -0.149, 0.106, -0.176, -0.121, -0.202, 0.081, -0.504, 0.268, 0.257, 0.250, 0.409, 0.416, 0.442, 0.233, 0.261, 0.246, 0.242, -0.863, -0.607, 2.169, -0.960, -1.172, -0.621, -0.839, -0.091, 0.399, 0.402, 0.263, 0.259, 0.234, 0.238, 0.377, 0.387, 0.528, 0.367, -0.588, -0.243, -0.235, -0.430, 0.514, 0.232, 0.240, 0.255]
}

***

No. 5
{
  "formula": "C14H23NO4",
  "method": "ωB97M-V/def2-TZVPD",
  "gap_ev": 8.763,
  "homo_energy_ev": -8.5,
  "relative_energy_kj_mol": 201.4,
  "lumo_ha": 0.0114,
  "multiplicity": 1,
  "smiles": "c1cc[nH]c1.O=C1CCCO1.CC(C)=O.CC(C)=O",
  "charge": 0,
  "species": ["O", "C", "O", "C", "C", "C", "H", "H", "H", "H", "H", "H", "N", "C", "C", "C", "C", "H", "H", "H", "H", "H", "C", "C", "O", "C", "H", "H", "H", "H", "H", "H", "C", "C", "O", "C", "H", "H", "H", "H", "H", "H"],
  "positions_angstrom": [[-10.128, -26.127, 5.480], [-9.536, -25.260, 4.909], [-9.978, -23.988, 4.873], [-9.143, -23.141, 4.079], [-7.996, -24.005, 3.553], [-8.164, -25.346, 4.259], [-8.851, -22.301, 4.706], [-9.749, -22.746, 3.263], [-7.012, -23.548, 3.670], [-8.058, -24.103, 2.466], [-7.484, -25.437, 5.110], [-8.044, -26.224, 3.635], [-6.383, -31.397, 3.066], [-6.929, -30.426, 2.266], [-7.650, -29.591, 3.057], [-7.516, -30.050, 4.398], [-6.737, -31.179, 4.370], [-5.720, -32.072, 2.728], [-6.702, -30.402, 1.214], [-8.132, -28.685, 2.727], [-7.974, -29.626, 5.275], [-6.395, -31.871, 5.120], [-8.835, -22.450, -2.213], [-7.665, -22.983, -1.416], [-6.908, -23.792, -1.889], [-7.464, -22.431, -0.012], [-8.667, -21.434, -2.563], [-9.761, -22.485, -1.634], [-8.979, -23.103, -3.075], [-8.380, -22.618, 0.550], [-7.268, -21.361, -0.088], [-6.609, -22.934, 0.429], [-11.064, -29.121, 4.745], [-12.484, -28.712, 5.058], [-13.261, -29.483, 5.574], [-12.896, -27.309, 4.689], [-10.541, -28.385, 4.141], [-10.999, -30.129, 4.342], [-10.511, -29.146, 5.693], [-12.313, -26.973, 3.832], [-12.623, -26.616, 5.487], [-13.970, -27.281, 4.537]],
  "forces_ev_per_angstrom": [[-0.1, 0.0, -0.1], [0.4, -0.1, 0.1], [-0.3, -0.1, -0.1], [-0.2, 0.2, -0.1], [0.5, 0.0, -0.7], [0.0, 0.4, 0.4], [0.2, -0.1, 0.0], [0.0, 0.0, 0.1], [-0.1, 0.0, 0.5], [-0.3, -0.2, 0.1], [0.1, -0.1, -0.1], [-0.1, -0.1, 0.0], [0.0, 0.2, -0.4], [0.5, -0.4, -0.1], [0.0, 0.5, 0.3], [-0.1, -0.3, 0.2], [0.1, 0.0, -0.3], [-0.1, -0.1, 0.2], [-0.1, 0.0, 0.0], [-0.2, -0.1, 0.0], [0.0, 0.0, 0.0], [-0.1, 0.2, 0.2], [-0.3, -0.6, -0.2], [0.1, 0.4, 0.0], [0.1, -0.2, 0.0], [0.0, -0.3, -0.6], [0.1, 0.1, 0.1], [0.1, 0.2, 0.1], [0.1, 0.1, 0.0], [0.1, 0.2, 0.2], [-0.2, 0.1, 0.2], [0.0, 0.0, 0.1], [0.4, 0.1, 0.6], [-0.1, -0.1, -0.2], [0.0, 0.0, 0.0], [0.3, 0.0, 0.1], [-0.1, -0.1, -0.2], [-0.2, 0.0, -0.2], [-0.2, 0.0, 0.0], [-0.3, 0.0, -0.2], [0.0, -0.1, 0.1], [0.0, 0.1, -0.1]],
  "nbo_charge": [-0.577, 0.798, -0.484, -0.069, -0.443, -0.529, 0.191, 0.185, 0.225, 0.214, 0.245, 0.247, -0.506, -0.077, -0.300, -0.311, -0.073, 0.410, 0.210, 0.211, 0.225, 0.212, -0.726, 0.596, -0.534, -0.719, 0.237, 0.222, 0.239, 0.218, 0.233, 0.234, -0.724, 0.600, -0.556, -0.722, 0.215, 0.241, 0.243, 0.212, 0.257, 0.230]
}

***

no.,total energy (a.u.)
1,-3361.5564
2,-2106.5151
3,-3034.8611
4,-2645.8659
5,-902.9553